{"formula": "CH3Cl2FSi", "method": "wB97M-V/def2-TZVPD", "smiles": "FC[SiH](Cl)Cl", "e_above_lowest_kcal_mol": 81.8, "e_tot_ha": -1349.7057, "lumo_energy_ev": 0.683, "elements": ["F", "C", "Si", "Cl", "Cl", "H", "H", "H"], "xyz": [[-1.13306, -0.91077, -1.40525], [-0.13448, -0.03844, -0.94061], [0.21633, -0.03791, 0.93039], [-1.24518, 0.74911, 1.90262], [1.93938, 1.09548, 1.21415], [0.61099, -0.28210, -1.72764], [-0.68914, 0.99110, -1.26817], [0.43517, -1.56646, 1.29451]], "forces_ev_per_a": [[-0.7, -1.0, 1.0], [-1.8, 2.4, -2.7], [2.6, -2.9, -1.8], [-2.0, 1.0, 1.3], [-0.5, -0.4, -0.1], [0.6, 0.8, 1.2], [2.0, -1.7, 1.0], [-0.1, 1.8, -0.1]]}